Density functional theory data (wB97M-V/def2-TZVPD) for C40H34ClGeIN3OPdS as an isolated structure at a distorted geometry.

Cartesian coordinates (Å):
Pd: 3.694 -18.694 7.643
Cl: 4.313 -24.478 11.527
C: 3.797 -23.380 10.256
C: 2.817 -23.769 9.387
C: 2.218 -22.848 8.545
I: 1.011 -23.703 7.089
C: 2.731 -21.501 8.362
O: 2.203 -20.679 7.592
C: 3.920 -21.201 9.161
N: 4.513 -19.992 8.931
C: 5.627 -19.644 9.587
C: 6.015 -20.393 10.713
C: 5.283 -21.547 11.062
C: 4.307 -22.051 10.215
H: 2.563 -24.847 9.473
H: 6.201 -18.717 9.304
H: 6.908 -20.023 11.294
H: 5.480 -22.013 12.007
C: 1.097 -17.074 10.627
C: 0.084 -16.503 9.846
C: 0.110 -16.642 8.502
C: 1.194 -17.289 7.885
N: 2.204 -17.781 8.667
C: 2.105 -17.801 10.020
C: 1.335 -17.463 6.493
C: 0.315 -17.212 5.495
C: 0.589 -17.736 4.263
C: 1.910 -18.352 3.978
C: 2.773 -18.422 4.963
N: 2.521 -18.006 6.228
H: 0.953 -17.002 11.728
H: -0.779 -15.948 10.243
H: -0.715 -16.271 7.858
H: 2.752 -18.456 10.537
H: -0.618 -16.777 5.772
H: -0.207 -17.920 3.495
H: 2.021 -18.830 2.998
H: 3.911 -18.823 5.002
C: -0.460 -21.282 3.450
S: 0.112 -21.108 1.800
C: 1.904 -21.430 1.943
H: 0.384 -21.210 4.206
H: -0.913 -22.300 3.550
H: -1.257 -20.590 3.567
H: 2.387 -20.639 1.349
H: 2.101 -22.392 1.516
H: 2.281 -21.419 2.967
C: 4.742 -19.273 5.915
Ge: 6.571 -18.897 5.417
C: 6.951 -19.224 3.579
C: 7.328 -18.271 2.632
C: 7.484 -18.636 1.256
C: 6.994 -19.886 0.821
C: 6.399 -20.727 1.754
C: 6.435 -20.453 3.162
C: 6.749 -16.939 5.841
C: 5.925 -16.023 5.128
C: 5.994 -14.612 5.319
C: 6.974 -14.107 6.212
C: 7.947 -14.963 6.722
C: 7.758 -16.361 6.671
C: 7.801 -20.101 6.292
C: 7.437 -21.312 6.849
C: 8.392 -22.166 7.359
C: 9.732 -21.843 7.339
C: 10.078 -20.557 6.778
C: 9.169 -19.763 6.198
H: 4.545 -20.319 5.942
H: 7.619 -17.257 2.874
H: 7.938 -17.981 0.516
H: 7.124 -20.201 -0.240
H: 6.018 -21.670 1.385
H: 6.065 -21.146 3.921
H: 5.229 -16.427 4.430
H: 5.270 -13.918 4.833
H: 6.981 -13.006 6.502
H: 8.722 -14.646 7.380
H: 8.250 -16.987 7.381
H: 6.404 -21.676 6.804
H: 8.022 -23.106 7.848
H: 10.479 -22.384 7.836
H: 11.111 -20.302 6.698
H: 9.376 -18.708 5.861

Properties
expectation value of S²	6.068
relative energy (zero: lowest compared OMol25 entry of this formula, charge and spin)	265.4	kJ/mol
multiplicity	5
total charge	+1
HOMO (alpha / beta)	-7.829 / -10.146	eV
DFT total energy	-5144.50460	a.u.